[1]
The following is a quantum chemistry calculation of C29H64InN8SSbSi3 as an isolated structure, from OMol25.

Structure (XYZ):
```
107
Properties=species:S:1:pos:R:3:forces:R:3:lowdin_charge:R:1
In 0.420 -0.373 -0.773 0.10 -0.18 -0.05 0.537
C -1.509 -0.053 -4.212 -0.01 -0.06 0.01 -0.124
C -0.316 0.776 -3.772 -0.08 0.12 -0.10 -0.189
N -0.379 1.212 -2.356 -0.15 0.06 -0.18 -0.089
C 0.298 2.508 -2.153 0.03 0.03 0.06 -0.203
C 1.798 2.326 -2.214 0.04 0.05 0.01 -0.171
N 2.170 1.364 -1.177 0.03 0.13 0.20 -0.116
C 3.602 1.015 -1.148 -0.04 0.01 -0.02 -0.213
C 4.080 0.272 -2.389 0.03 0.00 -0.04 -0.143
C 3.072 -0.685 -3.011 0.04 -0.02 0.04 -0.187
N 2.295 -1.473 -2.025 0.00 -0.10 -0.24 -0.082
C 1.790 -2.719 -2.621 0.13 -0.23 -0.09 -0.188
C 0.604 -2.447 -3.519 0.05 0.00 -0.09 -0.172
N -0.465 -1.810 -2.743 -0.09 -0.07 -0.08 -0.091
C -1.625 -1.452 -3.577 -0.06 0.11 -0.10 -0.166
H -1.442 -0.134 -5.298 -0.02 -0.04 0.00 0.125
H -2.428 0.511 -4.022 0.01 0.02 0.00 0.120
H -0.268 1.663 -4.410 0.03 -0.01 0.01 0.138
H 0.606 0.224 -3.918 0.01 -0.01 -0.05 0.079
H -1.357 1.373 -2.152 -0.23 -0.09 0.19 0.082
H 0.024 2.864 -1.158 -0.02 0.06 -0.02 0.050
H -0.040 3.255 -2.876 0.00 -0.08 -0.05 0.143
H 2.295 3.294 -2.083 0.01 -0.01 0.04 0.138
H 2.110 1.942 -3.184 -0.01 0.02 -0.05 0.119
H 1.961 1.803 -0.282 0.08 0.04 0.04 0.029
H 3.748 0.387 -0.273 -0.02 0.03 0.05 0.059
H 4.207 1.916 -1.007 0.01 0.00 -0.01 0.129
H 4.982 -0.273 -2.104 0.00 -0.01 -0.03 0.127
H 4.391 0.968 -3.171 -0.01 0.00 0.00 0.124
H 3.614 -1.354 -3.688 -0.05 -0.06 0.04 0.134
H 2.376 -0.134 -3.638 -0.01 0.03 0.01 0.085
H 2.914 -1.715 -1.255 -0.01 0.02 0.02 0.080
H 1.489 -3.392 -1.816 0.09 0.05 -0.08 0.103
H 2.572 -3.222 -3.201 0.00 0.01 0.01 0.132
H 0.262 -3.389 -3.961 0.01 0.02 0.00 0.140
H 0.881 -1.798 -4.352 -0.01 0.01 0.00 0.124
H -0.780 -2.502 -2.071 0.05 0.03 -0.24 0.073
H -2.513 -1.504 -2.951 0.08 0.01 -0.10 0.091
H -1.767 -2.198 -4.365 0.06 -0.01 0.02 0.130
C 4.355 -5.123 -0.019 -0.03 0.00 -0.02 -0.073
C 3.307 -4.836 1.045 -0.01 0.00 0.05 -0.221
N 3.113 -3.401 1.238 0.07 0.06 -0.04 -0.003
C 2.019 -2.706 0.891 -0.01 -0.09 0.08 -0.768
S 2.061 -0.984 1.161 0.03 0.13 0.11 0.680
N 0.991 -3.360 0.407 0.30 0.05 -0.07 -0.009
N -0.048 -2.578 0.002 -0.43 0.07 0.35 -0.063
C -1.217 -3.103 0.106 0.01 -0.12 0.07 -0.265
C -1.447 -4.461 0.689 -0.03 -0.04 0.05 0.002
C -2.392 -2.321 -0.351 -0.12 0.05 0.15 -0.233
C -3.636 -2.938 -0.448 0.04 -0.04 -0.02 0.023
C -4.740 -2.196 -0.834 -0.02 0.12 -0.02 -0.003
C -4.575 -0.841 -1.068 -0.04 -0.18 -0.10 -0.034
C -3.307 -0.307 -0.928 0.23 -0.04 -0.23 -0.190
N -2.225 -1.016 -0.613 -0.02 0.05 0.17 0.067
H 4.474 -6.197 -0.151 0.01 0.00 0.00 0.083
H 4.062 -4.692 -0.979 -0.01 -0.01 0.00 0.063
H 5.327 -4.712 0.260 0.00 0.01 0.00 0.078
H 2.346 -5.262 0.773 0.00 0.00 0.00 0.105
H 3.603 -5.270 2.001 0.01 -0.01 0.00 0.123
H 3.867 -2.868 1.639 -0.01 -0.01 0.01 0.126
H -0.544 -4.818 1.169 -0.03 0.00 0.00 0.076
H -2.258 -4.428 1.417 -0.01 0.00 -0.01 0.099
H -1.726 -5.175 -0.089 0.00 0.00 -0.01 0.106
H -3.738 -3.989 -0.224 -0.02 0.00 -0.02 0.119
H -5.712 -2.662 -0.921 0.00 0.00 -0.02 0.128
H -5.406 -0.203 -1.333 -0.01 0.00 0.00 0.127
H -3.175 0.761 -1.038 0.14 0.12 -0.14 0.090
C -1.588 1.261 4.870 -0.07 -0.03 0.07 -0.208
Si -0.428 0.355 3.733 -0.07 0.18 -0.22 0.332
C -1.053 -1.365 3.392 0.05 -0.13 0.05 -0.210
C 1.297 0.475 4.413 0.05 -0.01 0.03 -0.211
Sb -0.548 1.548 1.417 -0.12 -0.04 0.02 0.928
Si -2.975 2.465 1.402 0.28 0.12 0.12 0.338
C -3.197 3.422 -0.200 -0.04 -0.11 -0.08 -0.217
C -3.291 3.673 2.781 -0.04 0.05 0.03 -0.205
C -4.091 0.977 1.622 0.00 -0.14 0.10 -0.211
Si 0.867 3.677 1.848 -0.06 -0.18 0.14 0.342
C 2.670 3.160 1.838 0.03 0.00 -0.02 -0.207
C 0.496 4.977 0.554 -0.04 0.02 -0.01 -0.202
C 0.404 4.287 3.545 0.02 0.02 0.04 -0.206
H -1.504 0.830 5.872 0.00 0.01 0.01 0.051
H -2.628 1.158 4.559 -0.03 0.01 0.00 0.020
H -1.349 2.322 4.946 0.00 0.00 0.02 0.022
H -1.049 -1.964 4.306 -0.01 0.00 0.01 0.049
H -0.431 -1.869 2.651 0.01 -0.01 0.00 -0.003
H -2.081 -1.321 3.025 -0.02 -0.01 -0.02 0.029
H 1.323 0.004 5.400 -0.02 0.00 0.00 0.050
H 1.575 1.523 4.549 0.03 -0.04 0.01 0.021
H 2.041 -0.011 3.787 0.03 -0.01 -0.02 -0.015
H -2.907 4.461 -0.029 0.01 0.00 0.00 0.033
H -4.244 3.429 -0.512 0.00 0.01 -0.01 0.046
H -2.594 3.054 -1.032 -0.02 -0.03 -0.08 -0.002
H -2.611 4.523 2.756 0.00 0.03 -0.03 0.024
H -3.240 3.214 3.766 0.01 0.02 0.03 0.019
H -4.303 4.070 2.652 -0.01 -0.01 0.01 0.053
H -3.637 0.041 1.283 -0.15 0.24 0.30 -0.002
H -5.037 1.111 1.092 0.00 -0.01 0.03 0.047
H -4.325 0.869 2.683 0.00 0.02 0.03 0.041
H 3.156 3.348 0.878 0.02 -0.02 -0.04 0.025
H 2.800 2.106 2.097 0.02 0.01 0.01 0.019
H 3.212 3.745 2.585 0.02 0.01 -0.01 0.050
H 1.174 4.934 -0.300 0.00 -0.04 -0.02 0.027
H 0.614 5.962 1.011 0.02 0.02 -0.04 0.047
H -0.528 4.913 0.181 -0.01 0.04 0.01 0.013
H 0.775 3.619 4.324 -0.02 0.01 -0.01 0.024
H -0.672 4.388 3.671 -0.03 0.03 0.03 0.009
H 0.854 5.270 3.711 0.02 -0.01 0.01 0.051
```
Positions in Å, forces in eV/Å.

Computed properties:
Charge: +2
E_tot (eV): -89204.304
Relative energy (zero: lowest compared OMol25 entry of this formula, charge and spin) (kJ/mol): 15.4

=====

[2]
The following is a quantum chemistry calculation of C29H65Cl12GaNO3P2 as an isolated structure at a distorted geometry, from OMol25.

Structure (XYZ):
```
113
Properties=species:S:1:pos:R:3:forces:R:3:lowdin_charge:R:1
C 2.377 -4.759 2.233 0.82 -0.37 0.29 -0.130
C 3.726 -3.990 1.974 -0.57 -0.39 0.00 -0.259
C 3.916 -3.491 0.504 1.00 -0.36 0.57 -0.211
C 5.195 -2.570 0.456 -0.09 -0.28 -0.90 -0.200
C 5.048 -1.260 -0.388 0.04 0.22 0.63 -0.222
C 3.804 -0.374 -0.066 0.83 0.99 -0.16 -0.207
C 3.932 0.466 1.264 -1.60 -0.25 -0.08 -0.183
C 2.900 -0.087 2.318 1.45 -0.40 0.48 -0.204
C 2.736 0.814 3.585 0.63 0.40 -0.69 -0.195
C 1.674 1.956 3.454 -0.74 -0.24 1.04 -0.216
C 0.392 1.569 2.660 -0.02 -0.24 -0.98 -0.223
C 0.531 1.958 1.132 -1.11 -0.13 0.65 -0.201
C -0.478 1.154 0.236 0.49 0.20 0.18 -0.204
C -0.062 1.198 -1.275 -0.06 -0.20 0.57 -0.204
C -0.445 -0.085 -2.065 -0.39 0.34 -0.35 -0.286
C -1.911 -0.594 -1.760 0.39 0.63 -0.37 -0.273
Ga -1.975 -2.394 -0.802 -0.83 -0.27 -1.53 0.294
C -2.847 -3.747 -2.115 0.12 -0.04 0.02 -0.250
P 0.155 -3.258 -0.246 -0.48 1.28 1.40 0.588
N 0.693 -2.397 1.013 0.57 0.25 -0.84 -0.347
P -3.175 -2.276 1.259 1.88 -1.24 2.18 0.499
O -2.214 -2.546 2.409 -1.78 0.82 -1.35 -0.431
O -3.884 -0.758 1.526 -0.03 -1.66 -0.25 -0.283
O -4.335 -3.534 1.305 0.28 1.91 -0.44 -0.271
H 1.842 -4.888 1.275 0.01 0.11 0.73 0.012
H 1.761 -4.244 2.997 0.13 -0.20 -0.86 0.068
H 2.600 -5.774 2.644 -0.16 0.58 -0.35 0.058
H 4.577 -4.676 2.194 -0.39 0.48 -0.12 0.098
H 3.808 -3.162 2.710 -0.03 -0.30 -0.65 0.081
H 4.141 -4.395 -0.112 -0.33 0.56 0.30 0.108
H 3.011 -3.035 0.062 0.58 -0.11 0.50 0.047
H 5.564 -2.366 1.487 -0.45 0.11 -0.62 0.101
H 6.002 -3.174 -0.027 -0.35 0.47 0.40 0.099
H 5.943 -0.628 -0.160 -0.52 -0.39 -0.30 0.103
H 5.084 -1.457 -1.483 -0.06 -0.12 0.87 0.032
H 3.737 0.371 -0.894 -0.05 -0.61 0.39 0.057
H 2.836 -0.912 -0.064 0.67 0.14 -0.11 0.075
H 3.609 1.508 1.047 0.48 -0.45 0.07 0.091
H 4.967 0.502 1.665 -0.55 -0.15 -0.19 0.106
H 1.954 -0.360 1.814 0.41 0.40 0.48 0.069
H 3.343 -1.050 2.677 -0.51 0.49 -0.28 0.097
H 2.599 0.175 4.486 -0.38 0.47 -0.62 0.104
H 3.722 1.321 3.747 -0.56 -0.42 -0.01 0.101
H 2.114 2.905 3.067 -0.22 -0.73 -0.01 0.108
H 1.348 2.205 4.496 0.32 -0.06 -0.63 0.087
H -0.527 2.041 3.100 1.09 -0.52 -0.68 0.015
H 0.205 0.467 2.658 0.28 0.69 0.39 0.110
H 0.260 3.032 1.069 0.50 -0.34 -0.20 0.075
H 1.579 1.821 0.787 -0.69 0.03 0.19 0.084
H -0.547 0.111 0.630 0.22 0.57 -0.45 0.092
H -1.491 1.600 0.359 0.56 -0.32 -0.01 0.085
H -0.532 2.097 -1.738 0.30 -0.60 0.13 0.083
H 1.041 1.346 -1.313 -0.56 -0.08 -0.14 0.089
H -0.375 0.171 -3.154 0.10 -0.21 0.63 0.062
H 0.305 -0.892 -1.899 -0.36 0.55 0.06 0.061
H -2.465 0.220 -1.231 0.35 -0.63 -0.27 0.040
H -2.430 -0.710 -2.745 0.20 -0.15 0.71 0.034
H -2.097 -4.063 -2.896 -0.75 0.33 0.69 -0.043
H -3.698 -3.243 -2.631 0.51 -0.44 0.24 -0.012
H -3.228 -4.648 -1.583 0.20 0.49 -0.45 -0.013
H -0.037 -4.626 0.162 0.40 -0.05 -0.69 -0.058
H 1.070 -3.226 -1.358 -0.35 -0.62 0.16 -0.051
H 1.602 -1.996 0.774 -0.32 -0.31 0.38 -0.104
H -4.610 -0.667 0.896 -0.07 0.23 -0.05 0.031
H -4.956 -3.367 2.025 -0.01 -0.08 0.20 -0.014
Cl 3.814 1.787 -3.385 0.02 0.02 0.01 0.565
C 3.884 0.772 -4.846 -0.03 -0.07 -0.15 -0.664
C 3.007 -0.455 -4.736 -0.08 -0.02 -0.10 -0.668
Cl 3.619 -1.623 -3.536 -0.10 0.04 -0.12 0.596
H 4.924 0.503 -5.022 -0.04 -0.02 0.10 0.065
H 3.545 1.391 -5.677 -0.07 -0.05 0.04 0.055
H 2.980 -0.974 -5.695 0.04 0.05 0.00 0.072
H 1.987 -0.195 -4.461 0.07 0.00 0.11 0.016
Cl 0.376 1.591 -5.859 0.02 0.08 -0.01 0.581
C -1.395 1.390 -5.856 -0.24 -0.10 -0.05 -0.642
C -2.119 2.711 -5.730 -0.03 -0.02 -0.07 -0.663
Cl -1.894 3.451 -4.127 0.03 0.02 -0.01 0.555
H -1.656 0.711 -5.047 0.08 0.08 0.07 0.057
H -1.661 0.914 -6.800 0.02 0.07 0.00 0.073
H -3.190 2.556 -5.861 0.04 -0.09 0.03 0.071
H -1.781 3.424 -6.480 0.06 -0.04 0.07 0.063
Cl -0.245 -4.307 -5.514 -0.02 0.04 -0.01 0.530
C -0.699 -5.881 -4.816 0.04 -0.18 0.10 -0.666
C -1.674 -6.635 -5.692 0.11 -0.08 0.02 -0.668
Cl -3.274 -5.855 -5.747 -0.02 0.02 -0.05 0.534
H -1.107 -5.704 -3.822 -0.07 0.07 -0.09 0.048
H 0.220 -6.458 -4.710 -0.03 0.00 -0.08 0.072
H -1.825 -7.638 -5.295 0.02 0.06 0.07 0.069
H -1.308 -6.722 -6.714 -0.02 0.10 0.04 0.062
Cl -2.284 4.456 1.166 0.14 -0.04 -0.12 0.591
C -3.179 4.926 2.622 -0.16 0.06 0.23 -0.654
C -2.274 5.196 3.803 -0.05 -0.17 0.13 -0.689
Cl -1.489 3.719 4.443 -0.29 0.40 0.06 0.616
H -3.901 4.141 2.843 0.10 -0.03 -0.02 0.070
H -3.728 5.835 2.371 0.05 0.02 0.09 0.066
H -2.866 5.609 4.621 -0.03 0.00 -0.05 0.067
H -1.493 5.907 3.552 -0.11 -0.49 -0.05 -0.045
Cl -1.135 8.133 3.728 0.13 0.59 0.04 0.624
C -1.011 9.278 2.369 -0.03 0.18 -0.17 -0.638
C -0.443 8.625 1.128 -0.09 0.01 -0.05 -0.659
Cl 1.273 8.193 1.325 -0.02 -0.02 0.02 0.548
H -0.404 10.122 2.691 0.05 -0.11 0.01 0.067
H -2.019 9.640 2.167 0.02 -0.08 -0.03 0.072
H -0.502 9.317 0.289 -0.01 0.04 0.07 0.072
H -0.991 7.720 0.866 0.07 -0.01 0.08 0.060
Cl -7.436 0.756 5.730 -0.09 0.04 0.01 0.516
C -6.220 -0.542 5.869 0.18 -0.18 0.00 -0.665
C -5.443 -0.740 4.588 0.24 0.03 0.12 -0.640
Cl -6.454 -1.413 3.286 -0.27 -0.05 0.06 0.573
H -6.733 -1.453 6.170 -0.06 0.07 -0.09 0.065
H -5.539 -0.252 6.669 0.02 0.04 -0.09 0.071
H -4.631 -1.448 4.753 -0.02 0.02 -0.03 0.083
H -5.013 0.193 4.230 -0.05 -0.06 -0.06 0.071
```
Positions in Å, forces in eV/Å.

Computed properties:
Charge: -1
E_tot (eV): -259986.123

=====

no.,molar mass (g mol⁻¹),frontier orbital gap (eV)
1,877.79,7.6
2,1032.95,5.9